# 1
104
Properties=species:S:1:pos:R:3:forces:R:3 method="wB97M-V/def2-TZVPD" charge=-1 gap_ev=7.490 spin_multiplicity=1 lumo_ev=1.952 relative_energy_kj_mol=47.7
Rb -1.2968 -0.4458 -0.1298 -0.2 0.3 0.1
C -3.1285 0.0120 3.4387 0.0 0.0 0.0
C -3.3651 1.3315 3.0767 0.0 0.0 0.0
C -4.1593 1.6219 1.9765 0.0 0.0 0.0
C -4.7244 0.5921 1.2346 0.0 0.0 0.0
C -4.4982 -0.7275 1.6035 0.0 -0.1 -0.1
C -3.7016 -1.0182 2.7070 0.0 0.0 -0.1
H -2.4705 -0.2076 4.2695 0.0 0.0 0.0
H -2.8964 2.1318 3.6351 0.0 0.0 0.0
H -4.3286 2.6527 1.6895 0.0 0.0 0.0
H -5.3326 0.8140 0.3660 0.0 0.0 0.0
H -4.9222 -1.5309 1.0129 0.0 0.0 0.0
H -3.5068 -2.0492 2.9745 0.0 0.0 0.0
C -0.2917 1.9849 -2.5955 0.0 -0.1 0.0
N -1.5983 2.1023 -1.9342 0.0 0.0 0.0
C -2.6374 1.7237 -2.9069 0.0 0.0 0.0
N -2.6008 2.5754 -4.1006 0.0 0.0 0.0
C -1.2765 2.4340 -4.7091 0.0 0.0 0.0
N -0.1996 2.8271 -3.7922 0.0 0.1 0.0
C -0.4325 4.2132 -3.3806 0.0 0.0 0.0
N -1.7368 4.3979 -2.7343 0.0 0.0 0.0
C -1.7950 3.5069 -1.5697 0.0 0.0 0.0
C -2.7697 3.9648 -3.6822 0.0 0.0 0.0
H -0.1283 0.9409 -2.8723 0.0 0.0 0.0
H 0.4861 2.2829 -1.8894 0.0 0.0 0.0
H -3.6175 1.8222 -2.4336 0.0 0.0 0.0
H -2.4943 0.6824 -3.1992 0.0 0.0 0.0
H -1.2279 3.0621 -5.6024 0.0 0.0 0.0
H -1.1351 1.3923 -5.0004 0.0 0.0 0.0
H -0.3819 4.8586 -4.2606 0.0 0.0 0.0
H 0.3510 4.5112 -2.6805 0.0 0.0 0.0
H -2.7704 3.6183 -1.0904 0.0 0.0 0.0
H -1.0205 3.8011 -0.8582 0.0 0.0 0.0
H -2.7294 4.6105 -4.5630 0.0 0.0 0.0
H -3.7487 4.0768 -3.2103 0.0 0.0 0.0
C -4.8760 1.0723 -6.9115 0.0 0.0 0.0
C -4.3114 0.0643 -5.9465 0.0 0.0 0.0
C -3.0390 -0.4607 -6.1300 0.0 0.0 0.0
C -2.4635 -1.3200 -5.1985 0.0 0.0 0.0
C -1.0675 -1.8514 -5.3899 0.0 0.0 0.0
C -3.1859 -1.6685 -4.0602 0.0 -0.1 0.0
C -4.4768 -1.1739 -3.8686 0.0 0.0 0.0
C -5.2366 -1.5517 -2.6238 0.0 0.0 0.0
C -5.0242 -0.3155 -4.8153 0.0 0.0 0.1
C -2.5490 -2.5448 -2.9875 -0.2 0.0 0.1
O -2.7455 -3.7625 -3.0431 0.1 0.0 0.0
O -1.9070 -1.8914 -2.1127 -0.1 -0.3 -0.4
H -4.3727 1.0159 -7.8778 0.0 0.0 0.0
H -4.7340 2.0840 -6.5215 0.0 0.0 0.0
H -5.9441 0.9184 -7.0734 0.0 0.0 0.0
H -2.4712 -0.1791 -7.0130 0.0 0.0 0.0
H -0.6064 -1.4423 -6.2899 0.0 0.0 0.0
H -1.0807 -2.9403 -5.4691 0.0 0.0 0.0
H -0.4446 -1.6074 -4.5260 0.0 0.0 0.0
H -5.2912 -2.6370 -2.5299 0.0 0.0 0.0
H -6.2469 -1.1402 -2.6312 0.0 0.0 0.0
H -4.7161 -1.1828 -1.7351 0.0 0.0 0.0
H -6.0212 0.0861 -4.6543 0.0 0.0 0.0
C 6.4071 0.2220 1.9211 0.0 0.0 -0.1
C 5.1732 0.2377 2.8270 0.0 0.0 0.0
C 4.3261 1.4736 2.4903 0.0 0.0 0.1
C 5.6490 0.3700 4.2815 -0.1 0.0 -0.1
C 4.3619 -1.0935 2.6736 0.0 0.1 -0.1
O 5.0943 -2.1751 3.2664 0.1 0.0 0.1
C 2.9675 -0.9549 3.2855 0.0 0.0 -0.1
C 2.2630 -2.2742 3.6172 -0.1 0.0 0.0
C 2.5845 -2.7562 5.0091 0.0 0.0 0.0
C 2.1515 -2.0073 6.1050 0.0 0.0 0.0
C 2.4441 -2.4085 7.3986 0.0 0.0 0.0
C 3.1771 -3.5680 7.6015 0.0 0.0 0.0
Cl 3.5498 -4.0769 9.2285 0.0 0.0 0.0
C 3.6189 -4.3285 6.5353 0.0 0.0 0.0
C 3.3188 -3.9145 5.2426 0.0 0.0 0.0
C 4.2641 -1.6217 1.2225 0.1 -0.1 0.1
N 3.4290 -0.8848 0.3000 -0.1 0.0 0.1
C 2.1013 -0.9712 0.1419 0.1 0.1 0.0
N 1.6920 -0.1198 -0.7767 0.0 -0.1 -0.1
C 2.8492 0.4748 -1.1626 0.0 0.0 0.0
N 3.9259 0.0524 -0.5346 -0.1 -0.1 -0.1
H 7.0566 1.0632 2.1723 0.0 0.0 0.0
H 6.1287 0.3195 0.8682 0.1 0.0 0.1
H 6.9785 -0.6985 2.0597 0.0 0.0 0.0
H 4.9621 2.3614 2.5396 0.0 0.0 0.0
H 3.5104 1.6152 3.2017 0.0 0.0 0.0
H 3.9081 1.4268 1.4871 0.0 0.0 0.0
H 6.1061 1.3514 4.4225 0.0 0.0 0.0
H 6.3950 -0.3871 4.5249 0.0 0.0 0.0
H 4.8231 0.2897 4.9923 0.0 0.0 0.0
H 4.9122 -2.1831 4.2130 0.0 0.0 0.0
H 2.3453 -0.3871 2.5976 0.0 0.0 0.0
H 2.9931 -0.3490 4.1889 0.1 0.0 0.0
H 2.5170 -3.0522 2.8939 0.0 0.0 0.0
H 1.1884 -2.0852 3.5518 0.0 0.0 0.0
H 1.5667 -1.1088 5.9286 0.0 0.0 0.0
H 2.1021 -1.8308 8.2467 0.0 0.0 0.0
H 4.1896 -5.2301 6.7125 0.0 0.0 0.0
H 3.6697 -4.5000 4.4002 0.0 0.0 0.0
H 3.8658 -2.6326 1.2910 0.0 0.0 0.0
H 5.2553 -1.6892 0.7815 0.0 0.0 0.0
H 1.4908 -1.6474 0.7211 0.0 0.0 0.0
H 2.9006 1.2328 -1.9280 0.0 0.0 0.0
O 0.5719 0.7105 4.6245 0.0 0.2 -0.2
S 0.2353 1.2533 3.2731 0.0 -0.4 0.3
N -0.1225 0.3436 2.1809 0.3 0.2 0.3

=====

# 2
114
Properties=species:S:1:pos:R:3:forces:R:3 method="wB97M-V/def2-TZVPD" charge=-1 gap_ev=5.579 spin_multiplicity=1 lumo_ev=0.717
C -3.5865 4.9836 6.5213 0.3 -0.3 -0.3
O -3.5617 3.7082 7.1180 -0.1 -0.1 0.1
C -4.3076 2.7587 6.3664 0.4 0.1 0.0
C -3.5176 1.4830 6.1961 0.0 -0.4 0.4
C -4.3815 0.3008 5.7409 0.7 1.0 -0.9
C -4.6872 0.4653 4.2245 -0.1 -0.3 1.4
C -3.5316 -0.1247 3.4229 -1.5 1.0 -0.4
C -3.7000 -0.2079 1.8785 1.2 -1.7 0.4
C -5.1276 -0.6376 1.4669 -0.7 1.4 1.0
P -6.4110 0.5690 1.0614 -0.4 -1.2 -1.1
O -6.3965 0.9174 -0.3438 0.5 0.9 -1.1
O -7.8145 -0.2212 1.3258 0.3 0.3 0.8
O -6.4641 1.8484 2.0266 -0.4 -0.5 0.2
O -2.9880 -1.4371 1.6295 0.3 0.7 -0.4
P -2.3825 -1.5795 0.0186 0.7 -2.1 -1.9
C -2.1847 -3.4975 0.2734 -0.3 0.1 0.1
C -2.2054 -3.9238 1.7020 0.0 -0.3 -0.9
N -3.0689 -4.7137 2.1971 0.2 0.0 0.8
O -2.6731 0.1470 -0.2043 -0.5 0.0 -0.1
C -2.8910 0.7960 0.9947 0.3 0.2 0.4
P -1.0593 1.0308 1.5565 0.1 -0.4 0.3
O -0.0920 0.8895 0.4551 0.5 0.1 -0.8
C -3.4272 2.1908 0.6860 1.2 0.9 -0.2
I -3.5539 3.4728 2.4348 -1.0 -0.7 0.7
C -2.4974 2.9057 -0.3842 -1.9 0.8 -0.1
C -3.4347 3.4067 -1.4939 0.8 -0.2 0.2
I -1.4548 4.6670 0.3223 -0.7 -0.6 -1.5
H -4.6028 5.3358 6.3477 -0.2 0.2 0.2
H -3.0352 5.6593 7.1592 0.0 0.2 0.2
H -3.0806 4.9415 5.5543 0.1 0.1 -0.2
H -5.2353 2.5254 6.8926 -0.2 0.1 0.0
H -4.5181 3.2022 5.3955 -0.4 -0.1 -0.2
H -3.0530 1.2588 7.1546 0.0 0.0 0.2
H -2.7042 1.6226 5.4894 0.2 0.2 -0.1
H -3.7719 -0.5885 5.8648 -0.3 -0.4 0.3
H -5.2923 0.2837 6.3305 -0.1 -0.3 0.2
H -5.6435 -0.0296 4.0563 0.0 -0.2 -0.4
H -4.8381 1.5243 4.0736 0.0 0.2 -0.5
H -3.4365 -1.1533 3.7437 0.2 -0.3 0.0
H -2.6383 0.4242 3.6960 0.3 0.0 -0.1
H -5.1236 -1.3303 0.6389 0.2 0.1 -0.5
H -5.5083 -1.2158 2.3038 0.0 -0.2 0.2
H -8.2911 0.1417 2.0775 -0.3 -0.2 0.0
H -6.9674 1.6070 2.8125 0.3 0.4 0.4
H -0.9971 -1.4579 0.3779 -0.3 0.6 0.8
H -1.8824 -1.5856 -1.3465 0.0 -0.2 0.1
H -3.6401 -1.9407 -0.6011 -0.5 0.7 0.6
H -1.3203 -3.8898 -0.2648 0.4 0.2 0.2
H -3.0612 -3.9696 -0.1711 -0.1 0.0 -0.3
H -1.4212 -3.5374 2.3467 0.0 0.0 0.2
H -3.7299 -5.0067 1.4804 0.0 0.1 -0.1
H -0.8477 0.0759 2.5718 -0.1 0.2 0.2
H -0.8728 2.3031 2.1274 -0.4 -0.2 0.5
H -4.4187 2.2268 0.2569 -0.3 -0.4 0.1
H -1.8168 2.2083 -0.8494 0.6 0.0 0.5
H -2.8269 3.9837 -2.1796 -0.1 0.2 -0.4
H -3.8442 2.5473 -2.0152 -0.3 -0.1 -0.1
H -4.2094 4.0355 -1.0724 -0.3 0.1 -0.1
C 5.9752 4.6073 0.9936 0.0 0.0 -0.1
C 5.5526 5.4426 2.0188 0.1 -0.1 -0.1
C 4.2036 5.6834 2.2025 0.1 0.2 0.2
C 3.2930 5.0784 1.3556 0.2 -0.1 0.0
C 3.6945 4.2496 0.3261 -0.1 -0.2 -0.3
C 5.0493 4.0163 0.1475 0.0 0.1 0.1
N 1.8582 5.3159 1.5655 -0.1 -0.1 -0.1
O 1.5316 6.0658 2.4657 0.0 0.1 0.0
O 1.0716 4.7489 0.8272 2.0 0.5 0.6
H 7.0315 4.4154 0.8553 0.0 0.0 0.0
H 6.2764 5.9034 2.6770 0.0 0.0 0.0
H 3.8727 6.3323 2.9991 -0.2 0.0 0.0
H 2.9724 3.7850 -0.3303 -0.1 0.0 0.1
H 5.3821 3.3690 -0.6506 0.0 0.0 0.0
C -0.2907 -0.8988 -3.3806 0.1 0.2 0.2
C -0.0992 0.1116 -4.3141 0.0 -0.2 0.0
C -0.0774 -0.1861 -5.6670 0.0 0.3 0.0
C -0.2529 -1.4981 -6.0673 0.0 0.0 0.1
C -0.4393 -2.5178 -5.1483 0.0 -0.2 0.1
C -0.4559 -2.2119 -3.7983 0.1 0.1 -0.1
N -0.2525 -1.8152 -7.5007 0.0 0.0 0.0
O -0.0668 -0.9059 -8.2861 0.0 0.0 0.0
O -0.4375 -2.9731 -7.8285 0.0 0.0 0.0
H -0.3126 -0.6644 -2.3235 0.0 0.0 0.0
H 0.0301 1.1330 -3.9843 0.0 0.0 0.0
H 0.0716 0.5995 -6.3925 0.0 -0.1 -0.1
H -0.5726 -3.5388 -5.4721 0.0 0.0 -0.2
H -0.6033 -2.9941 -3.0666 -0.1 0.0 0.0
C 7.7345 -1.8466 -2.1531 0.0 0.0 -0.1
C 7.7090 -1.5022 -0.8095 0.0 0.0 -0.1
C 6.7153 -0.6679 -0.3254 0.1 0.0 0.3
C 5.7551 -0.1921 -1.1968 0.1 -0.1 -0.1
C 5.7670 -0.5195 -2.5389 -0.1 0.0 -0.3
C 6.7661 -1.3525 -3.0180 0.1 0.0 0.1
N 4.6865 0.6785 -0.6775 -0.1 -0.1 0.0
O 4.7218 0.9645 0.4998 0.0 0.0 0.1
O 3.8402 1.0602 -1.4590 0.1 0.1 -0.1
H 8.5081 -2.5032 -2.5275 0.0 0.0 0.0
H 8.4632 -1.8870 -0.1373 0.0 0.0 0.0
H 6.6949 -0.3991 0.7200 -0.1 0.1 0.0
H 5.0117 -0.1365 -3.2092 -0.1 0.1 0.1
H 6.7878 -1.6195 -4.0657 0.0 0.0 0.0
C 3.0864 -5.5117 -5.1501 0.0 0.0 0.0
C 3.5783 -4.5915 -4.2335 -0.1 -0.1 -0.1
C 4.8104 -4.7992 -3.6370 0.0 0.3 0.1
C 5.5353 -5.9275 -3.9718 -0.2 0.0 -0.1
C 5.0579 -6.8568 -4.8759 0.0 -0.3 -0.2
C 3.8243 -6.6444 -5.4668 -0.1 0.1 0.0
N 6.8539 -6.1363 -3.3579 0.0 0.0 0.0
O 7.2346 -5.3084 -2.5553 0.1 0.1 0.1
O 7.4879 -7.1176 -3.6906 0.0 0.0 0.0
H 2.1264 -5.3454 -5.6195 0.0 0.0 0.0
H 3.0017 -3.7111 -3.9861 0.0 0.0 0.0
H 5.1938 -4.0840 -2.9237 0.1 -0.1 0.0
H 5.6336 -7.7356 -5.1239 0.1 0.0 0.1
H 3.4380 -7.3607 -6.1784 0.0 0.0 0.0